[1]
Computed, not measured: a molecular structure, C42H34Cl2N3OP2PbTe, with ωB97M-V/def2-TZVPD.

Geometry (Å):
Pb -0.1273 0.8180 -1.5281
O 1.4860 -0.2914 0.2245
C 2.4332 -1.2835 -0.1030
C 1.6938 -2.5666 -0.3726
C 1.7166 -3.6316 0.5159
C 0.9280 -4.7433 0.2564
C 0.1544 -4.7555 -0.8898
C 0.2190 -3.6546 -1.7352
N 0.9653 -2.5849 -1.4930
H 1.8279 0.6613 -0.0420
H 3.1450 -1.4097 0.7204
H 2.9915 -1.0026 -1.0037
H 2.3154 -3.5660 1.4157
H 0.9063 -5.5766 0.9476
H -0.4955 -5.5861 -1.1315
H -0.3723 -3.6342 -2.6441
Te -5.2373 -0.0606 -0.4648
C -6.3303 -0.0642 1.3855
C -6.5814 -1.2470 2.0729
C -7.1935 -1.1949 3.3176
N -7.5697 -0.0630 3.9112
C -7.3332 1.0675 3.2468
C -6.7273 1.1187 1.9986
C -3.3458 0.0865 0.2960
P -2.3673 1.5570 0.2226
C -1.7644 1.9073 1.9171
C -0.4756 2.4042 2.0864
C 0.0258 2.6305 3.3623
C -0.7566 2.3554 4.4736
C -2.0427 1.8504 4.3127
C -2.5413 1.6240 3.0400
C -3.4660 2.9733 -0.1243
C -3.7796 3.2384 -1.4562
C -4.6205 4.2855 -1.7953
C -5.1601 5.0900 -0.8007
C -4.8495 4.8411 0.5278
C -4.0050 3.7903 0.8649
P -2.1129 -1.1935 0.3820
C -2.8695 -2.7280 -0.2746
C -2.9507 -2.8274 -1.6651
C -3.4784 -3.9532 -2.2749
C -3.9280 -5.0156 -1.4994
C -3.8445 -4.9346 -0.1180
C -3.3197 -3.7994 0.4910
C -1.9570 -1.5870 2.1785
C -3.0660 -1.6704 3.0215
C -2.9123 -1.9254 4.3742
C -1.6376 -2.0771 4.9113
C -0.5273 -1.9652 4.0895
C -0.6875 -1.7216 2.7289
H -6.2920 -2.2024 1.6493
H -7.3894 -2.1108 3.8673
H -7.6411 1.9844 3.7401
H -6.5507 2.0750 1.5197
H 0.1448 2.6035 1.2206
H 1.0342 3.0087 3.4797
H -0.3619 2.5200 5.4693
H -2.6477 1.6166 5.1807
H -3.5249 1.1859 2.9009
H -3.3587 2.6134 -2.2370
H -4.8512 4.4768 -2.8360
H -5.8150 5.9121 -1.0619
H -5.2601 5.4700 1.3087
H -3.7579 3.6125 1.9033
H -2.5928 -2.0015 -2.2722
H -3.5379 -4.0046 -3.3556
H -4.3408 -5.8990 -1.9715
H -4.1905 -5.7587 0.4950
H -3.2527 -3.7577 1.5704
H -4.0540 -1.5010 2.6078
H -3.7838 -1.9862 5.0165
H -1.5141 -2.2593 5.9724
H 0.4692 -2.0476 4.5082
H 0.1776 -1.5936 2.0912
Cl 3.9296 2.5217 0.7979
C 2.8533 3.7123 0.1044
C 3.1188 5.0422 0.3426
C 2.2940 6.0327 -0.1796
C 1.2053 5.6452 -0.9470
C 0.9538 4.3086 -1.1725
Cl -0.4157 3.8925 -2.1786
C 1.7470 3.2286 -0.6713
N 1.5288 1.9429 -0.8868
H 3.9796 5.2998 0.9466
H 2.4954 7.0784 0.0075
H 0.5391 6.3823 -1.3775

## Properties
**Charge**: -1
**LUMO**: 2.232 eV
**Max |F|**: 0.721 eV/Å
**HOMO level**: -3.91 eV
**2S+1**: 1
**Energy**: -106787.70728 eV
**Energy relative to the best compared isomer or geometry (same formula, charge and spin)**: 6.3 kcal per mole



[2]
Computed, not measured: a molecular structure, C42H34CsN3O6P2STe, with ωB97M-V/def2-TZVPD.

Geometry (Å):
Cs -0.4308 2.1868 0.2472
O -3.6290 5.2713 -1.5299
C -2.8155 4.8050 -0.7397
N -2.9567 3.8056 0.1464
C -4.0404 3.5753 0.9002
O -4.8562 4.3881 1.3370
C -4.2397 2.1035 1.2907
C -5.4846 1.7111 1.7716
C -5.7046 0.3707 2.0437
C -4.6842 -0.5406 1.8234
C -3.4751 -0.0578 1.3448
N -3.2545 1.2286 1.0962
C -1.3972 5.3834 -0.7196
C -1.1296 6.3739 0.2205
C 0.1509 6.8907 0.3075
C 1.1301 6.3940 -0.5380
C 0.7702 5.4067 -1.4404
N -0.4622 4.9084 -1.5484
H -6.2369 2.4709 1.9273
H -6.6600 0.0386 2.4327
H -4.7989 -1.5930 2.0459
H -2.6353 -0.7265 1.1786
H -1.9230 6.6964 0.8828
H 0.3897 7.6500 1.0430
H 2.1616 6.7131 -0.4819
H 1.5204 4.9746 -2.0952
O 0.1910 -0.5176 0.7038
P 0.7075 -1.6746 -0.0640
C 0.0271 -1.7661 -1.7552
P 0.0338 -0.1996 -2.6938
O -0.9224 0.8087 -2.1802
C -0.3347 -0.6543 -4.4112
C -0.3040 -1.9489 -4.9204
C -0.5973 -2.1864 -6.2572
C -0.9272 -1.1281 -7.0903
C -0.9717 0.1642 -6.5852
C -0.6806 0.4020 -5.2509
C 1.7502 0.3600 -2.7711
C 2.1585 1.5563 -2.1832
C 3.4917 1.9508 -2.2312
C 4.4202 1.1596 -2.8855
C 4.0281 -0.0339 -3.4826
C 2.7041 -0.4258 -3.4233
C 2.5093 -1.6234 -0.2120
C 3.2571 -2.6916 -0.7054
C 4.6394 -2.6195 -0.7275
C 5.2787 -1.4782 -0.2548
C 4.5387 -0.4152 0.2353
C 3.1504 -0.4849 0.2658
C 0.3174 -3.2618 0.6945
C 0.3340 -4.4666 -0.0132
C 0.0412 -5.6553 0.6323
C -0.2830 -5.6452 1.9857
C -0.3210 -4.4530 2.6883
C -0.0188 -3.2569 2.0431
H -1.0266 -2.0446 -1.6547
H 0.5542 -2.5489 -2.3052
H -0.0590 -2.7885 -4.2832
H -0.5734 -3.1986 -6.6410
H -1.1595 -1.3103 -8.1323
H -1.2428 0.9918 -7.2279
H -0.7400 1.4069 -4.8498
H 1.4846 2.1992 -1.6324
H 3.7718 2.8527 -1.6910
H 5.4607 1.4618 -2.9113
H 4.7543 -0.6638 -3.9819
H 2.4097 -1.3596 -3.8939
H 2.7666 -3.5935 -1.0534
H 5.2186 -3.4528 -1.1063
H 6.3606 -1.4198 -0.2732
H 5.0261 0.4842 0.5894
H 2.5779 0.3528 0.6505
H 0.5635 -4.4835 -1.0726
H 0.0510 -6.5870 0.0798
H -0.5272 -6.5725 2.4894
H -0.6211 -4.4088 3.7293
H -0.0767 -2.3288 2.6006
O 3.8605 4.1615 -0.0301
C 3.1066 3.8775 0.9235
O 2.1945 3.0169 0.9707
H 3.2541 4.4671 1.8626
Te -2.2201 -2.2892 5.2760
C -2.4063 -2.8658 7.3101
C -1.4348 -3.0796 8.2563
C -1.9470 -3.4553 9.5307
C -3.3099 -3.5278 9.5492
S -3.9436 -3.1311 8.0068
H -0.3823 -2.9633 8.0394
H -1.3272 -3.6593 10.3950
H -3.9437 -3.7835 10.3841

## Properties
**Charge**: -2
**LUMO**: 3.177 eV
**Max |F|**: 0.837 eV/Å
**HOMO level**: -1.54 eV
**2S+1**: 1
**Energy**: -98121.17552 eV
**Energy relative to the best compared isomer or geometry (same formula, charge and spin)**: 8.4 kcal per mole



[3]
Computed, not measured: a molecular structure, C42H35Cl2CsN4O7, with ωB97M-V/def2-TZVPD.

Geometry (Å):
Cs -1.5715 -0.6704 -0.5069
O -2.4137 -1.0801 1.8444
C -3.4494 -1.2065 2.5654
C -3.5456 -0.6075 3.8628
C -4.6716 -0.7161 4.6502
C -5.7843 -1.4408 4.2175
C -5.7167 -2.0519 2.9734
C -4.6035 -1.9630 2.1382
C -4.6865 -2.6768 0.8635
N -3.8369 -2.6764 -0.0922
N -4.2543 -3.4645 -1.1644
C -3.3757 -3.5308 -2.1381
O -2.2231 -3.0098 -2.2246
C -3.8679 -4.3486 -3.3199
C -5.0848 -5.0311 -3.2921
C -5.5093 -5.7708 -4.3850
C -4.7264 -5.8421 -5.5324
C -3.5165 -5.1648 -5.5698
C -3.0907 -4.4261 -4.4721
H -2.6760 -0.0577 4.2092
H -4.6881 -0.2329 5.6237
H -6.6713 -1.5293 4.8334
H -6.5674 -2.6299 2.6197
H -5.5999 -3.2714 0.7264
H -5.6815 -4.9599 -2.3933
H -6.4580 -6.2951 -4.3442
H -5.0589 -6.4197 -6.3879
H -2.8964 -5.2085 -6.4583
H -2.1486 -3.8955 -4.4996
O 0.0014 -2.7285 -3.7344
H 0.0554 -1.7679 -3.7299
H -0.7975 -2.9168 -3.1815
C 1.9092 2.9525 4.2618
O 2.8065 2.4215 3.3057
C 3.1989 1.1246 3.4622
C 3.0788 0.3980 4.6329
C 3.5668 -0.9048 4.6840
C 4.1870 -1.4640 3.5827
C 4.2996 -0.7378 2.4035
C 3.7849 0.5439 2.3314
N 3.8808 1.3622 1.1941
C 4.0590 1.0866 -0.1078
C 3.8001 -0.0239 -0.8746
C 4.2517 0.0417 -2.2466
C 3.9409 -0.9110 -3.1466
C 3.0970 -2.0093 -2.7526
C 2.6145 -2.1106 -1.4981
C 2.9047 -1.1157 -0.4712
O 2.3684 -1.1601 0.6392
H 2.4181 3.1556 5.2085
H 1.0735 2.2692 4.4274
H 1.5348 3.8808 3.8389
H 2.5940 0.8316 5.4961
H 3.4493 -1.4794 5.5938
H 4.5605 -2.4782 3.6223
H 4.7685 -1.1692 1.5343
H 3.8592 2.3475 1.4124
H 4.4371 1.9517 -0.6477
H 4.8407 0.9046 -2.5401
H 4.2775 -0.8335 -4.1721
H 2.7989 -2.7470 -3.4879
H 1.9388 -2.9081 -1.2161
Cl 0.3332 5.8153 -0.0774
C -0.4960 4.4547 0.6373
C -1.8576 4.5976 0.8596
C -2.5824 3.5890 1.4644
C -1.9327 2.4283 1.8574
C -0.5812 2.3065 1.6193
Cl 0.1952 0.8147 2.0597
C 0.1902 3.2884 0.9745
N 1.5569 3.0530 0.7927
C 2.3094 3.4492 -0.3660
C 3.2770 4.4348 -0.1959
C 4.0854 4.8318 -1.2470
C 3.9195 4.2311 -2.4902
C 2.9790 3.2290 -2.6516
C 2.1715 2.7956 -1.5968
C 1.2315 1.6489 -1.8059
C -0.2292 2.1220 -2.1434
O -0.3454 2.7986 -3.1753
O -1.1007 1.7380 -1.3277
H -2.3347 5.5141 0.5402
H -3.6484 3.6926 1.6142
H -2.4604 1.5920 2.3003
H 1.7588 2.0907 1.0418
H 3.3579 4.8977 0.7801
H 4.8263 5.6092 -1.1027
H 4.5295 4.5395 -3.3315
H 2.8535 2.7477 -3.6138
H 1.2184 0.9965 -0.9310
H 1.5907 1.0652 -2.6565

## Properties
**Charge**: -2
**LUMO**: 3.609 eV
**Max |F|**: 1.434 eV/Å
**HOMO level**: -1.52 eV
**2S+1**: 1
**Energy**: -90010.27473 eV
**Energy relative to the best compared isomer or geometry (same formula, charge and spin)**: 18.6 kcal per mole